Molecular formula: C5H12N3
Method: DFT, the ωB97M-V functional and the def2-TZVPD basis

Spin multiplicity ... 1
Molar mass ... 114.17 g mol⁻¹
Max |F| ... 0.1290 hartree/bohr
Total charge ... +1
DFT total energy ... -9841.395 eV
HOMO-LUMO gap ... 11.10 eV
Energy relative to the best compared isomer or geometry (same formula, charge and spin) ... 64.96 kcal/mol

Each atom is followed by the atoms it is bonded to, with distances in Å.
Geometry (Å):
1 H -0.64212 -0.56063 1.90819  C7 1.121
2 N -0.86170 -2.02301 0.42827  C7 1.346, H8 0.987, H20 1.015
3 C 0.98790 1.11079 0.64320  N4 1.429, H6 1.120, H13 1.055, C14 1.550
4 N 0.37815 -0.06908 0.11453  C3 1.429, C5 1.510, C7 1.314
5 C 0.42207 -0.32913 -1.37245  N4 1.510, H9 1.122, H15 0.993, H18 1.154
6 H 1.01152 1.35838 1.73566  C3 1.120
7 C -0.33212 -0.86965 0.87610  H1 1.121, N2 1.346, N4 1.314
8 H -0.38509 -2.48702 -0.30147  N2 0.987
9 H 0.78888 0.58563 -1.90895  C5 1.122
10 H 2.70125 -0.24823 0.53584  C14 1.091
11 H 3.07859 1.32876 1.05487  C14 1.114
12 C -2.94769 0.52921 -0.44926  N16 1.138
13 H 0.75127 1.90969 -0.00438  C3 1.055
14 C 2.46426 0.78941 0.29832  C3 1.550, H10 1.091, H11 1.114, H17 1.070
15 H 0.90203 -1.17426 -1.57419  C5 0.993
16 N -4.02249 0.90160 -0.41330  C12 1.138, H19 1.024
17 H 2.85825 0.94066 -0.68522  C14 1.070
18 H -0.64541 -0.26181 -1.80662  C5 1.154
19 H -5.01736 0.99929 -0.19218  N16 1.024
20 H -1.49020 -2.43059 1.11302  N2 1.015

***

Molecular formula: C24H25N3O
Method: DFT, the ωB97M-V functional and the def2-TZVPD basis

Spin multiplicity ... 1
Molar mass ... 371.48 g mol⁻¹
Max |F| ... 0.0792 hartree/bohr
DFT total energy ... -31810.677 eV
SMILES string ... Cc1ccc([C@H](c2c(C(C)(C)C)[nH]c3ccccc23)n2ccnc2C=O)cc1
HOMO-LUMO gap ... 8.23 eV
Energy relative to the best compared isomer or geometry (same formula, charge and spin) ... 43.32 kcal/mol

Each atom is followed by the atoms it is bonded to, with distances in Å.
Geometry (Å):
1 H 1.57416 2.18372 1.06058  C14 1.205
2 C -1.49701 1.29933 2.20656  C3 1.386, H20 1.109, N32 1.388
3 C -1.80283 -0.03126 2.44278  C2 1.386, N11 1.365, H33 1.064
4 H 0.80129 0.42293 -2.10347  C21 1.108
5 C -0.07332 3.64368 0.61213  C14 1.503, C25 1.427, C26 1.459
6 C 2.07514 5.43849 4.09713  H24 1.104, C30 1.396, C34 1.423
7 C 2.57107 5.26655 6.55206  H18 1.102, H22 1.097, C30 1.494, H51 1.099
8 H -0.50963 1.10570 -1.09843  C21 1.101
9 C 1.46357 2.74401 3.91348  C38 1.382, H40 1.096, C46 1.395
10 H 2.76182 2.79556 -0.50543  C37 1.107
11 N -0.62581 -0.71992 2.39234  C3 1.365, C45 1.362
12 H -2.35082 7.26422 2.81695  C16 1.106
13 H -0.86115 5.25035 3.00569  C50 1.082
14 C 0.65135 2.75487 1.58400  H1 1.205, C5 1.503, N32 1.589, C38 1.546
15 H 1.70436 -1.39168 2.47993  C29 1.086
16 C -2.01899 6.69285 1.93061  H12 1.106, C39 1.410, C50 1.406
17 H 2.62313 3.97107 -1.83895  C37 1.103
18 H 3.49960 5.86085 6.55631  C7 1.102
19 H 2.01946 2.62507 5.98094  C46 1.088
20 H -2.13260 2.19381 2.04762  C2 1.109
21 C 0.56752 1.16874 -1.31827  H4 1.108, H8 1.101, C28 1.535, H44 1.102
22 H 2.62964 4.50882 7.34355  C7 1.097
23 N -0.70889 4.56349 -1.36657  C25 1.392, H27 1.021, C41 1.371
24 H 2.33088 6.51177 4.06189  C6 1.104
25 C 0.03363 3.52867 -0.80602  C5 1.427, N23 1.392, C28 1.548
26 C -0.83650 4.86071 0.86672  C5 1.459, C41 1.426, C50 1.398
27 H -0.88765 4.71894 -2.35963  N23 1.021
28 C 0.89131 2.61519 -1.71544  C21 1.535, C25 1.548, C37 1.550, C48 1.547
29 C 1.75437 -0.40519 2.02764  H15 1.086, O31 1.264, C45 1.506
30 C 2.20296 4.65052 5.24215  C6 1.396, C7 1.494, C46 1.405
31 O 2.78096 0.03579 1.43716  C29 1.264
32 N -0.12332 1.46969 2.10703  C2 1.388, C14 1.589, C45 1.385
33 H -2.73781 -0.49831 2.64278  C3 1.064
34 C 1.60278 4.90829 2.86355  C6 1.423, C38 1.450, H53 1.077
35 H -3.14457 7.99628 0.53875  C39 1.103
36 H -0.60800 2.66210 -3.31158  C48 1.108
37 C 2.39825 2.93322 -1.54212  H10 1.107, H17 1.103, C28 1.550, H47 1.107
38 C 1.14397 3.53345 2.82519  C9 1.382, C14 1.546, C34 1.450
39 C -2.42795 7.16734 0.66724  C16 1.410, H35 1.103, C52 1.407
40 H 1.39198 1.65216 3.85768  C9 1.096
41 C -1.16737 5.42249 -0.40134  N23 1.371, C26 1.426, C52 1.391
42 H -2.38976 6.73585 -1.52342  C52 1.101
43 H 0.75623 3.85228 -3.53883  C48 1.108
44 H 1.12102 0.92187 -0.39825  C21 1.102
45 C 0.37483 0.17899 2.17995  N11 1.362, C29 1.506, N32 1.385
46 C 1.89732 3.28417 5.12443  C9 1.395, H19 1.088, C30 1.405
47 H 3.00530 2.27518 -2.19295  C37 1.107
48 C 0.47890 2.83756 -3.19020  C28 1.547, H36 1.108, H43 1.108, H49 1.108
49 H 1.00053 2.12001 -3.85349  C48 1.108
50 C -1.22235 5.53806 2.02708  H13 1.082, C16 1.406, C26 1.398
51 H 1.77718 5.96764 6.84419  C7 1.099
52 C -2.01141 6.52284 -0.51200  C39 1.407, C41 1.391, H42 1.101
53 H 1.59247 5.50322 1.96526  C34 1.077

***

Molecular formula: C6H11N2O2
Method: DFT, the ωB97M-V functional and the def2-TZVPD basis

Spin multiplicity ... 1
Molar mass ... 143.17 g mol⁻¹
Max |F| ... 0.0544 hartree/bohr
Total charge ... +1
DFT total energy ... -13467.188 eV
SMILES string ... CC(=O)O/C=N/C(C)=C/[NH3+]
HOMO-LUMO gap ... 9.80 eV
Energy relative to the best compared isomer or geometry (same formula, charge and spin) ... 67.92 kcal/mol

Each atom is followed by the atoms it is bonded to, with distances in Å.
Geometry (Å):
1 H 2.37800 -2.17717 -0.40039  C20 1.093
2 C 1.12478 -0.57755 -0.09961  N8 1.368, C20 1.489, C21 1.335
3 H 0.61122 1.26747 -1.16183  C21 1.094
4 H -5.27941 0.47660 -0.66086  C15 1.134
5 H 3.13576 -1.24457 0.92089  C20 1.104
6 H -4.25789 -0.94077 -1.25219  C15 1.121
7 C -3.30835 0.23024 0.18098  C15 1.483, O16 1.183, O17 1.448
8 N -0.12477 -1.12019 -0.22882  C2 1.368, C10 1.251
9 H 3.27401 0.82001 0.27297  N18 1.099
10 C -1.02453 -0.35129 0.17657  N8 1.251, H11 1.145, O17 1.336
11 H -0.93543 0.48846 0.95005  C10 1.145
12 H 2.78302 1.77462 -1.03490  N18 1.002
13 H 1.61038 -2.05325 1.23028  C20 1.138
14 H -5.04274 -0.90650 0.55858  C15 1.169
15 C -4.56557 -0.34870 -0.35102  H4 1.134, H6 1.121, C7 1.483, H14 1.169
16 O -3.09111 1.20605 0.81268  C7 1.183
17 O -2.25612 -0.67804 -0.22620  C7 1.448, C10 1.336
18 N 2.47459 1.45269 -0.13712  H9 1.099, H12 1.002, H19 1.041, C21 1.488
19 H 2.26911 2.14973 0.60794  N18 1.041
20 C 2.18096 -1.48750 0.42376  H1 1.093, C2 1.489, H5 1.104, H13 1.138
21 C 1.22609 0.70618 -0.45227  C2 1.335, H3 1.094, N18 1.488